The following is a quantum chemistry calculation of C21H40ClN7ORu as an isolated structure, from the OMol25 dataset.

```
71
Properties=species:S:1:pos:R:3:forces:R:3:lowdin_spin:R:1
C -1.964866 -2.293039 0.400749 -0.08 0.24 0.16 0.01
H -1.557466 2.588261 3.162349 0.07 -0.16 -0.01 0.00
H -0.079666 3.676961 2.191549 0.18 0.00 -0.10 0.00
H 2.839234 0.006461 -0.877951 0.02 -0.16 -0.08 0.00
H 1.663834 3.757161 2.451349 -0.08 0.00 -0.11 0.00
C 0.386234 -2.608439 0.899149 -0.02 -2.36 -0.31 0.00
H 0.865534 1.925661 3.814249 -0.09 -0.13 -0.18 0.00
C 0.291534 -1.559639 -2.183251 -0.59 -0.54 -0.43 0.00
C -1.113266 -4.571239 0.603549 -0.03 -0.77 -0.08 0.00
H 1.959834 2.381361 -2.147151 -0.09 -0.02 -0.09 0.00
C 2.288434 -2.713639 -2.823251 -0.26 -0.03 -0.02 0.00
N -0.830566 -3.149039 0.629149 0.38 0.78 -0.05 0.00
H 4.080834 -1.795939 -2.076751 0.11 -0.01 0.04 0.00
C 2.318534 -0.754539 -1.452451 0.69 0.08 0.04 0.00
N 1.042734 2.966461 0.575049 0.22 -1.66 -0.76 0.04
H -1.806966 3.707161 -1.047751 -0.10 -0.04 0.01 0.00
H 1.123234 3.160961 -3.489751 -0.04 -0.21 0.09 0.00
C -0.037366 -5.348239 1.338649 0.11 0.11 -0.18 0.00
C 0.711834 4.196561 -0.142051 -0.17 0.72 -0.38 0.00
C 1.035634 2.897561 -2.427051 0.50 0.61 0.27 0.00
H -0.167366 -6.413939 1.160449 -0.01 0.00 0.02 0.00
H -2.834166 0.984161 -0.746851 0.20 0.29 0.18 0.00
H -3.956566 2.548161 0.604049 0.17 -0.02 -0.03 0.00
H 1.416534 -5.136139 -0.248851 0.03 -0.09 0.14 0.00
H 3.021034 -3.230539 2.323749 0.04 0.06 -0.07 0.00
H 1.863434 4.750261 -1.881251 -0.07 -0.03 -0.06 0.00
N -0.381266 1.057861 2.317449 0.39 -0.55 -1.87 -0.06
H -1.359766 3.176261 -3.389651 0.10 -0.16 0.01 0.00
H -3.249966 3.043461 -1.817651 0.07 0.01 0.12 0.00
H -0.784766 -1.433539 -2.209051 0.01 -0.10 -0.01 0.00
H 1.696634 1.193661 2.423049 -0.15 0.06 0.18 0.00
N 1.446434 -3.455639 0.976749 -0.89 1.14 -0.08 0.00
N -0.056266 1.928661 -2.260151 0.13 -1.23 1.48 -0.05
H -0.097966 -5.173739 2.414249 -0.02 0.00 0.00 0.00
H -1.614466 -1.277039 0.152349 -0.28 -0.28 0.03 0.00
H 0.138734 4.833561 -2.101851 0.03 0.06 -0.02 0.00
H -0.258666 0.066561 2.534749 0.03 -0.04 -0.18 0.00
C -2.831966 1.312061 1.979349 0.12 0.13 0.00 0.00
Cl -0.060566 -3.729439 -3.755051 0.12 0.20 0.23 0.00
C -1.403066 2.350361 -2.670351 -0.84 0.19 0.44 0.00
H 1.304734 5.023961 0.269749 -0.11 -0.14 0.11 0.00
C 1.314734 -4.887639 0.817049 -0.29 -0.63 -0.20 0.00
H 2.768834 -1.869039 1.215949 0.09 -0.15 -0.03 0.00
C 3.003734 -1.766539 -2.110251 -0.28 0.23 0.08 0.00
H -2.407166 3.235661 1.082349 -0.02 -0.01 -0.11 0.00
C 0.895634 -2.617839 -2.863751 0.16 0.31 0.11 0.00
O 0.531534 -1.378639 1.056549 -0.15 2.55 0.32 -0.01
H -2.090966 -4.735739 1.065249 0.09 0.05 -0.03 0.00
C -2.906566 2.301461 0.810349 -0.33 -0.01 0.58 0.00
H -1.832066 0.989361 3.848049 0.29 0.04 -0.12 0.00
C 2.751834 -2.953939 1.299249 0.62 0.17 0.44 0.00
C -1.633566 1.526461 2.912349 -1.02 0.18 -0.12 -0.01
C -2.237966 2.800961 -1.471451 0.29 0.27 -0.71 0.00
H 3.491834 -3.401739 0.634349 0.00 0.10 -0.05 0.00
H -2.562566 -2.689439 -0.420551 -0.01 0.03 -0.05 0.00
H -1.898166 1.507961 -3.161451 0.11 0.04 0.00 0.00
H -2.597466 -2.248939 1.293449 -0.05 0.14 -0.08 0.00
N -2.282266 1.784961 -0.412551 1.21 -1.20 0.14 0.03
C 0.822034 1.786761 2.724749 0.63 0.69 -0.10 0.00
N 0.993834 -0.664939 -1.499551 -0.47 1.55 1.04 -0.01
H 2.798134 -3.507039 -3.351251 -0.01 -0.07 -0.05 0.00
C 0.862234 3.144561 2.024149 -0.02 -0.43 0.76 0.00
H 2.130334 -5.376339 1.352449 -0.06 0.10 -0.02 0.00
H -3.735866 1.411361 2.578549 -0.02 -0.05 0.00 0.00
H -1.181666 -4.909439 -0.439351 -0.03 0.03 0.12 0.00
Ru -0.069366 0.836561 -0.046051 -0.10 0.28 -0.89 1.06
H 0.209834 1.125161 -2.828051 -0.10 0.09 0.16 0.00
H -0.328966 4.433561 0.096149 0.13 -0.09 0.02 0.00
C 0.931534 4.222461 -1.668451 -0.10 -0.36 0.13 0.00
H 2.023434 2.721961 0.398249 -0.26 0.21 0.12 0.00
H -2.812866 0.288261 1.589849 -0.13 -0.01 0.11 0.00
```
Forces are in eV/Å.

Calculated values
Calculated total energy: -49982.356 eV
Strongest force on any atom: 0.0500 hartree/bohr
Charge: +3
2S+1: 2
Molar mass: 543.12 g mol⁻¹
E_HOMO (spin up / spin down): -16.8 / -16.9 eV
Gap between HOMO and LUMO (spin up / spin down): 5.078 / 5.885 eV